[1]
A molecular structure, C29H38BrN8ORbS2 in a non-equilibrium geometry. Source: the Open Molecules 2025 dataset; level of theory: ωB97M-V/def2-TZVPD.

Each line ends with the Löwdin charge.
Positions of all 80 atoms, in Å:
Rb 1.0417 -0.6953 -0.7430  0.52
C -4.1009 0.3444 -1.7548  -0.18
C -3.0221 0.5664 -2.8275  -0.23
N -1.7391 0.9543 -2.2614  -0.10
C -1.4210 2.3658 -2.3578  -0.21
C -2.2754 3.2418 -1.4276  -0.22
N -2.5625 2.5462 -0.1917  -0.09
C -2.6086 3.3437 1.0031  -0.25
C -2.9434 2.4517 2.1975  -0.18
C -1.9050 1.3507 2.4520  -0.23
N -1.9366 0.2868 1.4661  -0.06
C -3.0849 -0.5824 1.6000  -0.22
C -2.9630 -1.8436 0.7325  -0.21
N -2.9876 -1.6748 -0.6973  -0.05
C -4.1869 -1.1173 -1.2918  -0.24
H -5.0774 0.6116 -2.1695  0.10
H -3.8791 1.0049 -0.9174  0.08
H -3.3679 1.3365 -3.5362  0.11
H -2.8885 -0.3607 -3.3904  0.10
H -1.0132 0.4451 -2.7655  -0.06
H -1.5304 2.7493 -3.3922  0.11
H -0.3711 2.4829 -2.0669  0.12
H -3.2323 3.4958 -1.9112  0.10
H -1.7316 4.1892 -1.2634  0.11
H -1.8995 1.7837 -0.0606  0.08
H -3.4038 4.0938 0.8821  0.11
H -1.6682 3.8964 1.2026  0.11
H -3.9172 1.9975 2.0172  0.10
H -3.0145 3.0705 3.0958  0.10
H -2.0827 0.9479 3.4722  0.11
H -0.9040 1.7868 2.4317  0.09
H -1.0821 -0.2617 1.5662  0.08
H -3.9805 -0.0305 1.2935  0.10
H -3.2327 -0.9073 2.6515  0.12
H -3.7850 -2.5189 1.0084  0.11
H -2.0212 -2.3386 0.9763  0.10
H -2.1736 -1.1515 -1.0051  0.08
H -5.0219 -1.2287 -0.5859  0.11
H -4.4263 -1.7359 -2.1726  0.10
O 1.1162 -3.4504 3.5125  -0.06
C 0.9030 -2.9606 2.3783  -0.58
N 1.1729 -1.7482 1.9593  -0.04
C 1.8357 -0.9402 2.9493  -0.22
C 2.1401 0.4523 2.4874  -0.29
C 3.3045 1.0946 2.9138  -0.03
C 3.5423 2.3972 2.5187  -0.07
C 2.6124 3.0313 1.7098  -0.11
C 1.5007 2.3062 1.3210  -0.17
N 1.2585 1.0634 1.7052  0.05
C 0.2134 -3.8205 1.3513  -0.22
C -0.4590 -4.9631 1.7915  -0.03
C -1.1370 -5.7390 0.8755  -0.09
C -1.1093 -5.3624 -0.4592  -0.08
C -0.3909 -4.2281 -0.8073  -0.15
N 0.2564 -3.4777 0.0674  0.06
H 2.7690 -1.4289 3.2773  0.12
H 1.2055 -0.8626 3.8568  0.13
H 4.0110 0.5699 3.5441  0.10
H 4.4417 2.9139 2.8336  0.10
H 2.7578 4.0414 1.3619  0.05
H 0.7538 2.7558 0.6786  0.10
H -0.4314 -5.2004 2.8451  0.10
H -1.6820 -6.6224 1.1906  0.09
H -1.6280 -5.9373 -1.2134  0.09
H -0.3346 -3.9075 -1.8401  0.06
S 3.1698 4.2696 -1.3322  0.45
C 3.9712 2.8696 -1.6663  -1.18
N 3.7165 1.6639 -1.2710  0.01
C 4.5916 0.7329 -1.7234  -0.33
C 4.5582 -0.6346 -1.4512  -0.04
C 5.5068 -1.4680 -2.0134  -0.11
C 6.5132 -0.9690 -2.8312  -0.13
C 6.5811 0.3889 -3.1018  -0.13
C 5.6306 1.2247 -2.5539  -0.52
S 5.4767 2.9422 -2.7445  0.90
H 3.7950 -1.0341 -0.7948  0.06
H 5.4565 -2.5318 -1.8179  0.10
H 7.2474 -1.6377 -3.2627  0.08
H 7.3539 0.7973 -3.7389  0.09
Br 0.2086 -1.4872 -3.7649  -0.44

Forces on atoms 1 to 2 (eV/Å):
0.0 0.2 0.0
0.0 -0.3 0.0

## Properties
Frontier orbital gap   0.223 Ha
Charge   -2
Energy   -137031.4619 eV
LUMO   3.9 eV


[2]
A molecular structure, C25H23AuF4N3S in a non-equilibrium geometry. Source: the Open Molecules 2025 dataset; level of theory: ωB97M-V/def2-TZVPD.

Each line ends with the Löwdin charge.
Positions of all 57 atoms, in Å:
Au -0.4403 -0.3225 0.2814  1.27
C 2.9063 0.3480 -1.6651  -0.07
C 2.6881 1.0098 -0.3167  -0.25
N 1.3386 1.5768 -0.1713  -0.24
C 0.9772 2.5227 -1.2428  -0.25
C 1.9007 3.7240 -1.4164  -0.07
C 1.1622 2.1002 1.1723  -0.22
C -0.2727 2.3906 1.5507  -0.20
N -1.2206 1.2766 1.2962  -0.09
C -2.4224 1.2474 1.9575  -0.16
C -3.3554 0.2306 1.6296  -0.17
F -3.0532 -0.6919 0.7107  0.05
C -4.5918 0.1399 2.2250  -0.22
F -5.3940 -0.8595 1.8598  0.12
C -5.0059 1.0570 3.1655  0.10
C -4.1343 2.0732 3.4964  -0.21
F -4.4925 2.9944 4.3891  0.12
C -2.8820 2.1759 2.9333  -0.13
F -2.1477 3.2204 3.3291  0.10
H 3.8572 -0.1866 -1.6572  0.08
H 2.9463 1.0708 -2.4817  0.07
H 2.1108 -0.3734 -1.8908  0.06
H 3.4608 1.7723 -0.1411  0.12
H 2.8018 0.2654 0.4758  0.11
H -0.0389 2.8717 -1.0449  0.10
H 0.9153 1.9572 -2.1731  0.10
H 2.0063 4.3004 -0.4943  0.07
H 1.4928 4.3961 -2.1733  0.08
H 2.8996 3.4305 -1.7431  0.07
H 1.7344 3.0179 1.3669  0.13
H 1.5545 1.3444 1.8598  0.11
H -0.6594 3.2482 0.9934  0.13
H -0.2585 2.6820 2.5932  0.12
H -5.9834 0.9875 3.6245  0.15
S 1.0346 -3.9337 -1.9315  1.18
C 0.1867 -2.9843 -3.1149  -0.44
C 0.0125 -3.2364 -4.4749  -0.06
C -0.7072 -2.3177 -5.2102  -0.06
C -1.2497 -1.1718 -4.6104  -0.05
C -1.0824 -0.9271 -3.2641  -0.01
C -0.3531 -1.8497 -2.5182  -0.29
N -0.0752 -1.7823 -1.1511  -0.06
C 0.6381 -2.7887 -0.7247  -0.53
C 1.0138 -2.8159 0.6895  -0.24
C 1.7459 -3.8268 1.2996  -0.02
C 2.0452 -3.7305 2.6504  -0.05
C 1.6126 -2.6318 3.3834  -0.05
C 0.8737 -1.6131 2.7811  -0.08
C 0.5825 -1.7203 1.4372  -0.15
H 0.4252 -4.1224 -4.9402  0.12
H -0.8594 -2.4876 -6.2680  0.12
H -1.8109 -0.4715 -5.2151  0.12
H -1.5064 -0.0500 -2.7882  0.11
H 2.0838 -4.6847 0.7278  0.12
H 2.6150 -4.5129 3.1333  0.12
H 1.8442 -2.5662 4.4391  0.12
H 0.5308 -0.7722 3.3714  0.11

Forces on atoms 1 to 2 (eV/Å):
-0.2 0.4 0.9
0.0 -0.1 -0.1

## Properties
Frontier orbital gap (alpha / beta)   0.229 / 0.218 Ha
Charge   +1
Energy   -56158.3439 eV
LUMO (alpha / beta)   -4.9 / -5.0 eV


[3]
C26H26FN3O3 in the gas phase. Source: the Open Molecules 2025 dataset; level of theory: ωB97M-V/def2-TZVPD.

Each line ends with the Löwdin charge.
Positions of all 59 atoms, in Å:
O -0.4463 -2.8941 1.1817  0.07
C -0.8811 -2.0463 0.4267  -0.45
N -0.7565 -2.0770 -0.9068  0.10
C 0.2025 -2.9536 -1.5538  -0.11
C 1.5482 -2.2722 -1.6066  -0.21
C 1.7229 -1.1521 -2.4105  -0.05
C 2.9284 -0.4752 -2.4157  -0.10
C 3.9718 -0.9113 -1.6170  -0.10
C 3.8042 -2.0254 -0.8127  -0.10
C 2.5951 -2.6995 -0.8020  -0.04
C -1.6085 -0.7944 0.9618  -0.10
C -3.0048 -0.6028 0.4165  -0.11
C -3.7000 -1.6274 -0.2134  -0.02
C -4.9914 -1.4383 -0.6739  -0.07
C -5.6200 -0.2163 -0.5142  -0.08
C -4.9582 0.8150 0.1274  0.00
C -3.6741 0.6045 0.5892  -0.22
F -3.0640 1.6234 1.2420  0.07
N -0.7604 0.3758 0.7258  0.01
C 0.1361 0.7878 1.7808  -0.06
C 1.5111 0.1112 1.6904  -0.31
C 1.7496 -1.0650 2.6450  -0.11
C 3.2748 -1.0654 2.7966  -0.13
C 3.6902 0.3220 2.2610  -0.19
O 2.5038 1.0567 2.0487  -0.10
C -0.7259 0.9500 -0.4909  -0.39
O -1.3939 0.5608 -1.4414  0.07
C 0.1863 2.1330 -0.6381  -0.21
C -0.3226 3.4263 -0.5841  0.00
C 0.5559 4.4802 -0.7732  -0.05
C 1.8922 4.2023 -1.0149  -0.05
C 2.2878 2.8746 -1.0674  -0.12
N 1.4597 1.8624 -0.8879  0.15
H -1.0872 -1.2703 -1.4303  0.11
H -0.1631 -3.1800 -2.5585  0.13
H 0.2617 -3.8729 -0.9669  0.12
H 0.9085 -0.8044 -3.0295  0.12
H 3.0510 0.3941 -3.0434  0.10
H 4.9154 -0.3848 -1.6214  0.10
H 4.6186 -2.3708 -0.1916  0.10
H 2.4594 -3.5606 -0.1639  0.12
H -1.6801 -0.9202 2.0493  0.17
H -3.2229 -2.5866 -0.3398  0.12
H -5.5063 -2.2510 -1.1626  0.10
H -6.6233 -0.0643 -0.8810  0.10
H -5.4219 1.7769 0.2802  0.12
H -0.3326 0.5788 2.7445  0.14
H 0.3006 1.8655 1.7148  0.13
H 1.6827 -0.2095 0.6494  0.14
H 1.3550 -1.9989 2.2550  0.09
H 1.2734 -0.8533 3.6036  0.12
H 3.5737 -1.1981 3.8344  0.10
H 3.7306 -1.8545 2.2023  0.09
H 4.2304 0.2169 1.3098  0.11
H 4.3054 0.8904 2.9604  0.12
H -1.3711 3.5896 -0.3899  0.12
H 0.2030 5.5006 -0.7319  0.11
H 2.6081 4.9959 -1.1624  0.10
H 3.3164 2.6004 -1.2598  0.11

Forces on atoms 1 to 2 (eV/Å):
0.1 -0.3 0.2
-0.4 0.3 0.1

## Properties
Frontier orbital gap   0.361 Ha
ΔE to the lowest compared entry with this formula, charge and spin   0.000 eV
Charge   0
Energy   -40715.1806 eV
LUMO   0.8 eV


[4]
4 unconnected molecules or ions with the total composition C31H53BrN5O5S. Source: the Open Molecules 2025 dataset; level of theory: ωB97M-V/def2-TZVPD.

Each line ends with the Löwdin charge.
Positions of all 96 atoms, in Å:
C 5.3212 -0.4791 -0.7391  -0.05
C 4.4516 -0.7454 0.5094  -0.53
C 5.4122 -0.6881 1.7295  -0.06
C 3.8305 -2.1623 0.4749  -0.04
C 3.3414 0.3090 0.7537  -0.11
C 2.4319 0.7867 -0.4137  -0.44
C 2.1329 -0.2923 -1.4832  -0.03
C 3.1366 2.0083 -1.0548  -0.05
C 1.0513 1.2478 0.0846  -0.17
C 0.3104 2.1412 -0.6843  -0.02
C -0.9616 2.5410 -0.3280  0.01
C -1.5332 2.0391 0.8262  -0.30
O -2.8101 2.4317 1.1929  -0.08
C -3.8424 1.6091 0.6864  -0.16
C -5.0270 1.6460 1.6434  -0.14
O -6.1695 2.1392 0.9472  -0.14
C -7.4081 1.6117 1.3020  -0.21
C -8.2871 1.6110 0.0362  -0.13
C -9.4715 0.7128 0.2092  -0.20
C -10.5335 1.0941 1.0025  0.07
C -11.6337 0.2375 1.1671  -0.05
N -11.7040 -0.9391 0.6013  0.08
N -10.6745 -1.3193 -0.1630  -0.47
S -10.8671 -2.9448 -0.7892  0.89
C -9.5853 -0.5667 -0.3881  -0.62
Br -8.2389 -1.2200 -1.4763  0.96
C -0.8304 1.1516 1.6140  -0.01
C 0.4428 0.7610 1.2425  -0.01
H 4.7735 -0.0773 -1.5858  0.06
H 6.1539 0.1842 -0.5053  0.08
H 5.7537 -1.4221 -1.0803  0.07
H 5.1211 -1.3760 2.5197  0.05
H 6.4198 -0.9743 1.4298  0.08
H 5.4657 0.3184 2.1488  0.08
H 3.8036 -2.6013 1.4712  0.07
H 2.8089 -2.1601 0.0989  0.07
H 4.3960 -2.8310 -0.1735  0.07
H 2.7631 -0.0869 1.5858  0.10
H 3.8219 1.2105 1.1448  0.12
H 1.9115 0.1982 -2.4343  0.09
H 1.2406 -0.8636 -1.2263  0.09
H 2.9584 -0.9653 -1.6712  0.03
H 2.8245 2.1622 -2.0874  0.08
H 2.8921 2.9115 -0.4931  0.09
H 4.2165 1.9022 -1.0280  0.07
H 0.7254 2.5440 -1.5989  0.11
H -1.4998 3.2434 -0.9509  0.12
H -3.4753 0.5884 0.5529  0.13
H -4.1710 1.9793 -0.2902  0.12
H -4.7794 2.3042 2.4785  0.14
H -5.2323 0.6521 2.0512  0.12
H -7.3188 0.5872 1.6829  0.13
H -7.8974 2.2207 2.0726  0.14
H -7.6628 1.3011 -0.7958  0.08
H -8.6433 2.6178 -0.1818  0.14
H -10.5399 2.0538 1.5029  0.14
H -12.4850 0.5197 1.7721  0.14
H -11.3294 -2.5251 -1.9754  -0.09
H -1.2879 0.7761 2.5208  0.12
H 0.9442 0.0512 1.8799  0.10
C 7.8059 -5.2800 3.9957  -0.01
C 7.0947 -3.9507 3.8813  -0.55
O 6.8715 -3.4276 2.8029  0.03
N 6.7107 -3.3480 5.0386  0.01
C 6.8918 -3.8151 6.3987  -0.08
H 8.0427 -5.6199 2.9927  0.08
H 8.7303 -5.1818 4.5654  0.08
H 7.1734 -6.0224 4.4836  0.08
H 6.2495 -2.4630 4.8976  0.14
H 5.9291 -3.9384 6.8976  0.08
H 7.4885 -3.1066 6.9753  0.08
H 7.4023 -4.7720 6.4011  0.07
C -3.2759 6.4732 -2.9861  -0.01
C -3.6576 5.0354 -3.2488  -0.56
O -3.2838 4.4320 -4.2372  0.04
N -4.4487 4.4200 -2.3233  0.01
C -4.9938 4.9563 -1.0922  -0.07
H -2.6513 6.8090 -3.8074  0.08
H -4.1600 7.1090 -2.9281  0.08
H -2.7181 6.5656 -2.0535  0.08
H -4.6585 3.4632 -2.5588  0.13
H -4.6393 4.3762 -0.2381  0.07
H -6.0854 4.9136 -1.1074  0.08
H -4.6926 5.9895 -0.9579  0.08
C 5.1275 -2.7036 -5.2426  -0.01
C 4.7198 -3.0479 -3.8287  -0.54
O 3.7149 -2.5830 -3.3157  0.03
N 5.5232 -3.8959 -3.1351  0.01
C 6.7504 -4.5321 -3.5719  -0.07
H 4.3879 -2.0204 -5.6475  0.08
H 6.1053 -2.2213 -5.2605  0.08
H 5.1680 -3.5965 -5.8673  0.08
H 5.1987 -4.0825 -2.1990  0.13
H 6.6564 -5.6186 -3.5367  0.08
H 7.5853 -4.2389 -2.9337  0.08
H 6.9806 -4.2418 -4.5912  0.07

Forces on atoms 1 to 2 (eV/Å):
-0.1 -0.2 -0.1
0.2 0.0 0.3

## Properties
Frontier orbital gap   0.177 Ha
Charge   +1
Energy   -131564.3040 eV
LUMO   -5.2 eV


[5]
A molecular structure, C5H13P in a non-equilibrium geometry. Source: the Open Molecules 2025 dataset; level of theory: ωB97M-V/def2-TZVPD.

Each line ends with the Löwdin charge.
Positions of all 19 atoms, in Å:
C 0.7903 1.0971 -1.1901  -0.14
C 1.7199 0.1737 0.8296  -0.16
C -0.5826 -1.6251 0.2159  -0.19
C 0.7273 0.9710 0.2381  -0.38
C -0.9175 -0.1402 0.4414  -0.53
P -2.4252 0.6913 -0.3368  0.76
H -0.1392 1.5933 -1.5614  0.06
H 0.9273 0.1833 -1.5417  0.02
H 1.5857 1.7405 -1.6677  0.11
H 1.6662 -0.8769 0.4380  0.08
H 1.7668 0.0195 1.9182  0.08
H 2.8172 0.6234 0.7825  0.13
H -0.0046 -1.8222 -0.7155  0.08
H 0.1181 -2.0742 0.9678  0.07
H -1.4947 -2.1725 0.2329  0.05
H 0.4317 1.8755 0.7611  0.12
H -1.1015 -0.0760 1.5718  0.08
H -3.4403 -0.0816 0.2149  -0.15
H -2.4449 -0.0998 -1.5993  -0.08

Forces on atoms 1 to 2 (eV/Å):
-0.5 5.3 -1.5
5.0 -2.1 2.2

## Properties
Frontier orbital gap   0.371 Ha
ΔE to the lowest compared entry with this formula, charge and spin   2.364 eV
Charge   0
Energy   -14681.7383 eV
LUMO   1.1 eV